A gas-phase ion, C10H15N3P (charge +1), computed with ωB97M-V with the def2-TZVPD basis set.

As for the orbital gap: 8.70 eV. Its spin multiplicity is 1. As for the SMILES: CCP(C)(C)=[N+]1N=c2ccccc2=N1. Its lowest unoccupied orbital energy is -3.3 eV. As for the net charge: +1. The energy above the lowest of the compared OMol25 structures with the same formula, charge and spin is 11.67 kJ/mol. Its largest force on an atom is 5.39 eV/A. For the HOMO energy, the calculation gives -11.990 eV.

```
29
Properties=species:S:1:pos:R:3:forces:R:3
P 1.527313 0.069567 0.594257 0.213 -0.100 -0.851
N -0.714098 0.768248 -0.605233 1.761 1.581 -0.381
N -1.005204 -0.796569 0.961105 0.052 -1.652 1.050
N -0.214281 0.042654 0.387453 3.103 0.728 -0.213
C -4.495153 -0.586568 0.087538 0.775 -0.245 0.443
C -3.411341 -1.164997 0.733146 -0.436 3.625 -3.961
C 2.174244 -0.790461 -0.926543 -2.557 -0.525 -0.702
C 1.976915 -0.759520 2.125657 -0.577 -3.522 1.526
C -2.134922 -0.630309 0.324359 -1.933 0.296 0.738
C -3.125701 0.996647 -1.243898 -0.085 -2.440 1.261
C 3.479500 -0.284106 -1.441020 3.363 -1.553 -0.789
C -4.337421 0.442082 -0.909919 1.086 1.128 -1.194
C 1.974840 1.842860 0.555941 -0.605 -0.317 -4.753
C -1.964131 0.444432 -0.629235 -2.317 -1.327 0.788
H -3.077486 1.676079 -2.014176 0.257 1.624 -1.434
H 2.010376 -0.180861 3.027760 -0.294 1.059 0.116
H 2.922388 -1.387222 2.252024 -0.723 1.176 -1.329
H 4.343117 -1.088046 -1.263262 -1.657 2.046 0.149
H -3.525895 -1.845758 1.464741 -0.207 -2.239 2.344
H 2.157168 2.279077 1.444830 0.305 1.057 3.405
H 1.380986 -0.556649 -1.719208 0.705 -0.134 1.252
H 2.084925 -1.917444 -0.813474 0.282 1.368 0.216
H 3.549478 -0.186121 -2.551044 -0.647 -0.052 0.799
H -5.491652 -0.862470 0.384665 -0.204 -0.191 -0.067
H 3.737583 0.708071 -1.050278 0.303 -0.588 -0.063
H 1.229249 -1.625903 2.429627 0.837 1.879 -1.121
H 2.921723 2.076103 -0.060409 -1.597 -0.718 0.795
H 1.098592 2.397101 0.043650 1.349 -1.003 0.734
H -5.071106 0.920087 -1.589053 -0.551 -0.962 1.242
```
Positions in Å, forces in eV/Å.



A molecular structure, C32H28F12IN5O9S4Tl, computed with ωB97M-V with the def2-TZVPD basis set.

As for the orbital gap: 7.16 eV. Its spin multiplicity is 1. Its lowest unoccupied orbital energy is 2.0 eV. As for the net charge: -1. The energy above the lowest of the compared OMol25 structures with the same formula, charge and spin is 0.00 kJ/mol. Its largest force on an atom is 2.41 eV/A. For the HOMO energy, the calculation gives -5.185 eV.

```
92
Properties=species:S:1:pos:R:3:forces:R:3
Tl -0.500049 0.138083 -0.644589 0.233 -0.178 0.118
I 3.089549 -0.234671 -3.170916 -0.010 -0.110 -0.013
S -3.470310 -2.695935 -0.167094 0.263 1.337 -0.293
S -1.373794 3.998094 -0.092832 -1.292 -1.978 0.499
S -2.793415 -1.316677 2.223862 -0.911 0.420 0.742
S 0.633605 3.292362 1.790896 -2.078 0.434 -0.353
F -1.542160 3.342112 3.519904 -0.348 0.130 -0.568
F -3.224039 0.950354 3.485553 -0.347 -0.540 -0.384
F 0.239726 4.399185 4.111223 -0.188 0.300 0.312
F 0.210038 2.230827 4.076949 -0.162 0.024 0.325
F 0.597364 3.587230 -1.744578 -0.349 0.283 -0.116
F -2.651752 -4.687822 1.265958 0.215 -0.726 -0.485
F -3.650847 0.982811 1.369112 0.100 0.278 -0.502
F -5.059386 0.092070 2.693778 -0.350 -0.456 0.347
F -1.306036 4.191542 -2.658313 0.206 -0.343 -0.150
F -3.269138 -5.112285 -0.870842 0.726 -0.565 0.576
F -4.722180 -4.915046 0.686010 0.193 0.350 0.131
F -0.084933 5.663078 -1.707204 0.241 -0.205 0.282
O -2.184758 -2.398307 -0.769022 -0.216 -0.727 0.713
O -4.593400 -2.571537 -1.025940 -0.954 -0.167 -0.587
O -1.269365 0.550728 -3.130481 0.347 -0.022 -0.105
O -2.796769 -1.953816 3.513521 -0.108 -0.199 -0.557
O -1.523403 -0.864997 1.727462 0.387 -0.048 -0.216
O -2.531210 4.871792 -0.002623 1.536 -0.657 -0.219
O -1.662756 2.555077 -0.300952 0.146 2.030 0.107
O 1.940197 3.790457 2.076175 -0.077 0.092 -0.176
O 0.451671 1.966793 1.293800 0.669 -0.930 0.277
N 1.967911 -1.993586 2.367773 -0.106 -0.135 -0.947
N -3.778411 -1.921333 1.155547 0.303 -0.583 0.433
N -3.459996 1.212790 -2.955687 0.726 0.761 -0.215
N -0.279147 4.298643 0.971090 0.391 0.827 0.316
N -2.039838 2.073172 -4.614556 0.023 -0.009 0.072
C 1.696981 -2.702915 -3.773668 -0.284 -0.147 -1.268
C 0.807053 -3.796314 -3.749395 0.772 -0.110 0.869
C 4.572142 0.582683 1.474709 -0.505 -0.444 0.209
C 2.793328 -0.877896 2.491269 0.207 -0.132 0.163
C 5.779551 -0.770409 -0.147758 -1.387 0.677 0.019
C 3.217752 1.359729 5.530050 -0.045 0.505 0.311
C 3.560730 -0.886490 6.208985 -0.359 0.284 -1.045
C 3.500463 -0.446147 1.434601 0.326 0.705 0.498
C -3.529610 -4.477336 0.281368 -0.295 0.703 -0.232
C -0.233814 3.340074 3.458941 1.495 -0.596 -0.086
C 0.678429 -3.545972 1.062767 0.052 -0.747 -0.563
C -0.709647 2.288205 -5.154984 -0.079 0.151 -0.018
C -3.753847 0.105459 -2.100222 0.472 -0.113 0.357
C 0.462082 -4.311536 -2.531892 0.075 0.384 -0.487
C 3.539259 0.468658 6.547940 -0.006 -0.606 -0.857
C -4.088477 2.443591 -2.474824 0.228 -0.156 -0.483
C 2.178222 -2.083111 -2.668394 -0.124 -0.039 1.466
C -3.165398 2.372645 -5.466393 0.615 0.304 -0.713
C -3.772788 0.241556 2.461540 1.044 0.772 0.505
C 3.287646 -1.302883 4.882088 0.174 0.117 1.777
C 2.969713 -0.394917 3.896188 0.252 -0.007 -0.902
C 4.673960 -1.436107 -0.497902 0.208 0.552 1.313
C 1.848612 -2.580348 -1.324958 -0.995 -0.432 -0.986
C 5.626358 0.434197 0.669084 -0.097 -0.747 -0.135
C -2.189392 1.259803 -3.531654 -0.625 -0.244 0.363
C 2.929755 0.944676 4.230716 0.001 0.509 1.161
C 2.243518 -2.043411 -0.059967 0.354 -0.022 -0.351
C 0.909148 -3.701545 -1.329526 0.738 0.686 -0.454
C 0.368970 -4.166833 -0.119289 0.809 0.706 0.691
C -0.472274 4.386068 -1.627103 -0.201 0.578 -0.484
C 1.658579 -2.522968 1.087970 -0.598 0.185 1.184
C 3.320067 -0.995639 0.055755 0.417 -0.035 -0.361
H 3.167734 2.422049 5.796874 -0.041 -0.350 -0.365
H -5.159620 2.357242 -2.628582 -0.294 0.171 -0.214
H 6.752354 -1.014616 -0.492777 0.661 -0.373 -0.378
H 6.415502 1.142250 0.636721 0.572 0.649 0.192
H -0.379986 1.518151 -5.833794 -0.182 -0.541 -0.479
H -3.145735 -0.733453 -2.390311 0.149 -0.324 0.121
H 2.607276 1.710875 3.566373 -0.013 0.202 -0.794
H 4.721279 -2.297667 -1.090363 0.006 -1.193 -0.879
H -0.251110 -5.034749 -0.175347 -0.542 -0.260 0.204
H -4.775709 -0.155574 -2.261423 -0.846 -0.320 0.147
H 3.308474 -2.357501 4.673846 0.069 -0.247 -0.187
H -3.190347 3.441121 -5.675045 -0.172 0.124 -0.061
H 3.768905 0.844729 7.537687 -0.057 -0.219 0.009
H -4.074016 2.056098 -5.015638 -0.641 -0.078 0.459
H -3.672184 3.264193 -3.076272 -0.337 0.061 0.714
H -3.108207 1.838234 -6.423227 0.256 0.041 -0.008
H -0.185483 -5.178901 -2.508331 -0.132 0.070 0.333
H 0.483374 -4.234322 -4.675327 -0.155 -0.102 -0.172
H 1.984691 -2.328651 -4.758801 -0.146 0.043 0.344
H 0.040282 2.289173 -4.385050 0.063 0.120 0.597
H -3.615757 0.351101 -1.028593 0.062 -0.171 -0.351
H 3.058597 -0.130858 -0.549983 -0.270 0.292 -0.138
H -3.944607 2.533338 -1.383211 0.312 0.346 -0.523
H 3.756711 -1.647815 6.931913 0.206 -0.287 0.449
H 0.235261 -3.919262 1.981128 0.090 0.228 0.033
H 4.534938 1.417091 2.153865 -0.155 0.105 0.130
H -0.656737 3.237647 -5.687472 -0.217 0.095 0.079
H 1.254095 -2.095652 3.072082 -0.093 -0.013 -0.090
```
Positions in Å, forces in eV/Å.



A molecular structure, H16NaO8, computed with ωB97M-V with the def2-TZVPD basis set.

As for the orbital gap: 10.33 eV. Its spin multiplicity is 1. Its lowest unoccupied orbital energy is -3.6 eV. As for the net charge: +1. The energy above the lowest of the compared OMol25 structures with the same formula, charge and spin is 222.97 kJ/mol. Its largest force on an atom is 0.57 eV/A. For the HOMO energy, the calculation gives -13.954 eV.

```
25
Properties=species:S:1:pos:R:3:forces:R:3
Na 0.056978 0.039851 0.277911 0.146 -0.149 0.034
O -0.138858 -2.348207 2.862155 -0.132 0.322 -0.413
O -3.993746 -0.245269 1.447103 0.121 0.212 0.166
O 1.935491 -2.715162 -1.085565 -0.250 0.401 0.209
O 1.120499 3.687279 1.170637 -0.049 -0.455 -0.094
O 3.176352 0.248732 2.582878 -0.366 -0.127 -0.221
O -2.329686 2.439828 -1.758425 0.239 -0.349 0.255
O 1.835319 1.183780 -2.801006 -0.212 -0.047 0.526
O -2.063723 -2.049148 -1.559646 0.264 0.394 0.322
H 2.189306 0.318960 -3.008405 0.238 -0.161 -0.165
H 1.148289 1.324425 -3.452497 -0.104 0.138 -0.287
H -3.054892 3.039522 -1.933583 -0.253 0.193 0.036
H 0.549039 4.431754 0.982432 -0.178 0.209 -0.100
H 2.862452 1.053273 2.995673 -0.038 0.202 0.179
H 1.629179 3.962041 1.933527 0.169 0.105 0.178
H 4.128560 0.289149 2.671722 0.291 -0.058 -0.017
H 0.303824 -3.168742 2.645394 0.135 -0.231 -0.074
H -0.110288 -2.305325 3.817965 -0.020 0.086 0.286
H -1.973725 -2.974941 -1.785543 0.022 -0.306 0.027
H 2.327950 -2.369025 -1.887055 0.204 0.004 -0.185
H -3.375205 -0.969142 1.545343 0.033 -0.353 0.090
H -1.893552 2.337133 -2.604282 0.074 0.065 -0.245
H 1.863076 -3.656859 -1.241090 -0.018 -0.298 0.021
H -3.847840 0.075988 0.557306 -0.129 0.092 -0.304
H -2.344799 -1.629894 -2.372946 -0.188 0.113 -0.224
```
Positions in Å, forces in eV/Å.



C4H6N2OS in the gas phase, computed with ωB97M-V with the def2-TZVPD basis set.

As for the orbital gap: 8.65 eV. Its spin multiplicity is 1. As for the SMILES: Cn1ccn(S)c1=O. Its lowest unoccupied orbital energy is 0.6 eV. As for the net charge: 0. The energy above the lowest of the compared OMol25 structures with the same formula, charge and spin is 458.33 kJ/mol. Its largest force on an atom is 6.87 eV/A. For the HOMO energy, the calculation gives -8.023 eV.

```
14
Properties=species:S:1:pos:R:3:forces:R:3
S 3.172309 -0.141416 0.131269 -1.144 -0.830 -1.049
O 0.727256 -1.997217 -0.063773 0.209 1.282 0.553
N 1.464759 0.263423 0.042322 1.266 -1.206 -0.667
N -0.689888 -0.114825 0.243351 5.254 1.593 -1.385
C -0.544223 1.245160 0.025111 3.544 2.079 1.605
C 0.558935 -0.792654 0.103051 -1.801 0.321 -0.465
C -1.946798 -0.539243 0.004473 -5.155 -4.315 -1.425
C 0.896576 1.523769 -0.227779 -4.578 -2.724 2.617
H 1.572757 2.336605 -0.115073 -0.255 0.878 -0.243
H -2.532615 0.310296 -0.778210 1.297 -3.063 2.712
H -1.987268 -1.766170 -0.483453 0.317 3.906 1.065
H 3.027356 -1.347259 -0.590537 0.144 1.309 0.685
H -1.385954 1.768180 0.639612 1.829 0.127 -2.143
H -2.333207 -0.748651 1.069639 -0.927 0.644 -1.859
```
Positions in Å, forces in eV/Å.



C4H7NO2 in the gas phase, computed with ωB97M-V with the def2-TZVPD basis set.

As for the orbital gap: 10.04 eV. Its spin multiplicity is 1. As for the SMILES: CCC(=O)C(N)=O. Its lowest unoccupied orbital energy is 0.4 eV. As for the net charge: 0. The energy above the lowest of the compared OMol25 structures with the same formula, charge and spin is 63.18 kJ/mol. Its largest force on an atom is 0.60 eV/A. For the HOMO energy, the calculation gives -9.618 eV.

```
14
Properties=species:S:1:pos:R:3:forces:R:3
O -0.855930 1.404496 1.099999 0.449 -0.270 -0.286
O 1.969044 1.443146 1.362036 -0.076 -0.110 -0.348
N 2.007087 0.774688 -0.813032 0.087 0.150 0.014
C 1.388094 1.045308 0.376958 0.253 0.184 0.200
C -0.113644 0.722168 0.436449 -0.283 0.135 0.374
C -0.595535 -0.477768 -0.341283 -0.027 0.053 -0.109
C -1.688137 -1.226556 0.425185 -0.091 0.020 -0.018
H -2.612439 -0.647581 0.458723 0.099 -0.089 -0.005
H 1.502893 0.648182 -1.677273 -0.035 -0.006 0.238
H -1.891348 -2.206746 -0.016062 0.006 0.212 -0.030
H -1.368943 -1.387434 1.461990 -0.037 0.018 -0.216
H 0.232002 -1.143138 -0.611640 -0.093 0.179 0.137
H 2.972721 1.056274 -0.886114 -0.049 -0.001 0.011
H -0.945860 -0.005036 -1.275933 -0.202 -0.476 0.038
```
Positions in Å, forces in eV/Å.



C21H23NO in the gas phase, computed with ωB97M-V with the def2-TZVPD basis set.

As for the orbital gap: 8.15 eV. Its spin multiplicity is 1. As for the SMILES: Cc1ccccc1C(=O)/C=C1/c2ccccc2CC(C)(C)N1C. Its lowest unoccupied orbital energy is 0.2 eV. As for the net charge: 0. The energy above the lowest of the compared OMol25 structures with the same formula, charge and spin is 32.64 kJ/mol. Its largest force on an atom is 0.75 eV/A. For the HOMO energy, the calculation gives -7.995 eV.

```
46
Properties=species:S:1:pos:R:3:forces:R:3
O 1.632076 -1.619415 1.076119 0.175 0.094 -0.046
N -1.124566 -1.345633 -0.248822 0.167 0.360 -0.009
C -0.285017 -2.440634 -0.644446 0.333 -0.545 0.017
C -2.643559 -1.222113 1.651611 0.003 -0.038 -0.153
C 2.968864 1.801351 1.555079 -0.013 0.013 -0.023
C 5.179849 -0.534215 -1.287023 0.014 -0.079 -0.072
C 1.785261 -0.646944 0.339488 -0.012 0.024 0.216
C 3.906452 -0.924346 -0.916201 -0.027 0.005 0.008
C 5.003356 1.357849 0.169511 0.022 -0.030 -0.041
C -3.812984 1.845072 -0.642658 0.021 0.053 -0.005
C -2.990123 -2.998399 -0.044617 0.154 0.213 -0.066
C -1.175877 2.345299 -0.002713 0.045 -0.114 -0.005
C 5.727878 0.615370 -0.744685 0.083 0.056 -0.004
C 3.721290 0.979708 0.549045 -0.082 -0.070 -0.017
C -2.516238 -1.560098 0.158586 -0.726 0.005 0.172
C -0.618823 -0.090963 -0.198797 0.506 -0.233 -0.088
C 0.736535 0.169002 -0.198840 -0.295 0.092 -0.131
C 3.167573 -0.169580 -0.013436 0.296 -0.157 0.052
C -2.920750 0.790393 -0.544342 0.106 -0.026 -0.050
C -3.393206 3.147345 -0.438245 -0.021 -0.016 0.005
C -2.072829 3.391554 -0.100848 0.021 0.095 -0.026
C -3.378804 -0.626269 -0.702042 0.162 -0.103 0.080
C -1.572286 1.031796 -0.255779 -0.534 0.357 -0.008
H 0.465607 -2.059743 -1.341142 -0.049 -0.030 0.036
H -3.287422 -0.926240 -1.751885 -0.022 -0.086 0.025
H -1.977730 -1.860816 2.227165 0.060 -0.069 0.058
H -4.012701 -3.077494 0.317625 -0.063 0.042 0.042
H -3.663716 -1.380960 1.992198 -0.133 -0.012 0.047
H -4.429222 -0.715450 -0.421008 -0.023 -0.018 0.014
H -0.159680 2.553953 0.290502 0.109 -0.014 0.041
H 6.723011 0.928074 -1.026300 0.071 0.022 -0.018
H -4.849174 1.640701 -0.872592 -0.101 -0.036 -0.009
H -2.379301 -3.698123 0.518833 0.045 -0.116 0.025
H 5.439336 2.246826 0.604378 0.043 0.076 0.057
H -2.372884 -0.187305 1.843715 0.010 0.049 0.081
H 1.058701 1.140755 -0.539513 -0.049 0.068 -0.036
H 5.743731 -1.126705 -1.992630 0.041 -0.043 -0.052
H 2.176077 1.219444 2.018548 -0.057 0.061 0.096
H -4.096029 3.963014 -0.518352 -0.060 0.071 0.003
H -2.990713 -3.280227 -1.095244 0.020 -0.066 -0.079
H -0.867599 -3.207274 -1.145969 -0.053 0.059 -0.038
H 2.522975 2.674460 1.075876 -0.080 0.067 0.036
H 0.258455 -2.877294 0.201472 -0.103 -0.002 -0.187
H -1.741779 4.400743 0.094244 0.037 0.071 0.017
H 3.643143 2.159112 2.330978 -0.005 0.033 0.064
H 3.472838 -1.825574 -1.326850 -0.033 -0.082 -0.031
```
Positions in Å, forces in eV/Å.